(1)
C9H10N3O13P2Re | ωB97M-V/def2-TZVPD

Its gap between HOMO and LUMO (spin up / spin down) is 6.761 / 7.038 eV. As for the charge: +1. The value obtained for the HOMO energy (spin up / spin down) is -12.291 / -12.209 eV. The calculation puts the LUMO energy (spin up / spin down) at -0.203 / -0.190 Ha. The multiplicity is 2. The calculation puts the relative energy (zero: lowest compared OMol25 entry of this formula, charge and spin) at 5.69 kcal/mol.

Structure (XYZ):
```
38
C9H10N3O13P2Re ωB97M-V/def2-TZVPD
Re 0.10 -0.06 0.71
P 2.11 -1.36 1.89
P 3.24 0.22 -0.35
O 0.78 4.42 1.82
O -4.37 5.63 3.43
O 1.47 -0.01 2.27
O 2.55 -2.28 3.08
O -3.89 -0.29 1.27
O 3.82 -0.43 -1.54
O -5.48 3.79 3.63
O 1.12 -1.98 0.91
O -0.47 1.77 0.52
O -1.67 -0.45 0.99
O 3.91 1.55 0.15
O -0.04 4.67 -0.16
O 1.71 0.41 -0.36
N -4.55 4.45 3.21
N -0.13 4.39 1.01
N 4.19 -2.19 0.27
C -2.35 4.42 2.11
C -2.85 0.27 1.28
C -2.62 1.70 1.59
C -3.64 2.39 2.24
C -3.48 3.72 2.49
C 3.67 -0.98 1.04
C 4.72 -0.44 2.01
C -1.47 2.37 1.19
C -1.38 3.73 1.45
H 3.57 -3.00 0.28
H 5.11 -2.47 0.59
H -2.26 5.48 2.32
H 3.85 2.32 -0.44
H 4.24 -1.81 -0.72
H 1.85 -2.63 3.65
H -4.55 1.88 2.53
H 4.98 -1.19 2.76
H 4.33 0.44 2.53
H 5.61 -0.13 1.48
```

***

(2)
C12H14F5IN2OPbTe | ωB97M-V/def2-TZVPD

Its gap between HOMO and LUMO (spin up / spin down) is 5.252 / 7.090 eV. As for the charge: 0. The value obtained for the HOMO energy (spin up / spin down) is -7.829 / -8.831 eV. The calculation puts the LUMO energy (spin up / spin down) at -0.095 / -0.064 Ha. The calculation puts the relative energy (zero: lowest compared OMol25 entry of this formula, charge and spin) at 145.35 kcal/mol.

Structure (XYZ):
```
37
C12H14F5IN2OPbTe ωB97M-V/def2-TZVPD
Pb -1.00 -0.41 2.52
I 1.35 -2.91 3.20
Te 1.62 2.06 1.47
F 2.17 1.79 3.29
F 1.30 3.89 1.77
F 3.40 2.47 1.11
F 2.07 0.26 1.10
F 1.28 2.31 -0.40
O -0.10 1.63 1.89
N -1.13 0.35 -0.94
N 0.64 -1.62 -0.67
C 0.41 -1.21 -1.93
C -1.67 1.65 -3.39
C 1.06 -1.77 -3.05
C 2.07 -2.72 -2.82
C -1.83 1.48 -1.00
C -0.03 -0.85 4.44
C 1.62 -2.49 -0.48
C -0.56 -0.09 -2.08
C -0.82 0.54 -3.33
C -2.95 0.57 1.77
C 2.37 -3.06 -1.50
C -2.19 2.14 -2.18
H 2.59 -3.15 -3.68
H -0.22 -1.75 5.07
H -2.85 3.00 -2.08
H -2.14 1.90 -0.06
H -3.21 0.81 2.82
H 0.76 -1.43 -4.04
H 3.17 -3.77 -1.26
H -0.92 -0.32 4.91
H 1.81 -2.76 0.57
H -0.34 0.13 -4.23
H -2.89 1.58 1.27
H -3.70 -0.17 1.38
H -1.89 2.16 -4.33
H 0.77 -0.23 4.86
```

***

(3)
C19H28NO3ReSi | ωB97M-V/def2-TZVPD

Its gap between HOMO and LUMO (spin up / spin down) is 6.442 / 6.244 eV. As for the charge: +3. The value obtained for the HOMO energy (spin up / spin down) is -18.344 / -18.401 eV. The calculation puts the LUMO energy (spin up / spin down) at -0.437 / -0.447 Ha. The multiplicity is 2.

Structure (XYZ):
```
53
C19H28NO3ReSi ωB97M-V/def2-TZVPD
Re 0.97 -0.28 0.49
Si 3.44 -1.67 0.08
O 0.08 1.60 0.20
O 0.08 0.12 2.34
O -0.72 -1.58 0.50
N 1.68 -2.04 0.46
C -0.17 1.54 2.55
C 0.60 -0.54 3.54
C -0.89 -5.24 0.31
C 4.48 -1.92 1.56
C 1.41 -4.50 0.36
C 3.95 -2.36 -1.54
C -2.04 -1.08 0.18
C -1.38 -3.94 0.37
C 0.49 -5.52 0.30
C -0.45 -2.93 0.44
C -0.80 2.06 1.28
C -2.31 -0.80 -1.15
C -3.57 -0.30 -1.45
C -4.19 -0.40 0.88
C 0.94 -3.18 0.44
C -4.50 -0.09 -0.44
C -0.19 2.25 -1.09
C -2.94 -0.90 1.21
C 3.04 0.26 -0.16
H 2.59 0.90 0.67
H 1.58 -0.13 3.78
H 5.50 -1.56 1.36
H -0.02 3.32 -0.97
H -1.58 -1.01 -1.93
H 0.50 1.83 -1.81
H 2.47 -4.70 0.36
H 4.18 -3.43 -1.44
H -0.11 -0.37 4.34
H 4.11 -1.41 2.45
H 0.82 -6.55 0.26
H 0.66 -1.60 3.31
H -3.83 -0.08 -2.48
H -4.93 -0.26 1.66
H -0.82 3.15 1.27
H -2.68 -1.16 2.23
H 3.19 -2.24 -2.31
H -0.85 1.64 3.39
H 2.78 0.63 -1.16
H 4.07 0.62 0.02
H -1.22 2.04 -1.37
H -1.79 1.65 1.10
H -1.59 -6.06 0.25
H -2.45 -3.74 0.35
H 4.57 -2.99 1.79
H 0.77 2.04 2.77
H -5.48 0.29 -0.68
H 4.86 -1.87 -1.87
```

***

(4)
C11H22BCdO6P | ωB97M-V/def2-TZVPD

Its gap between HOMO and LUMO is 2.442 eV. As for the charge: +2. The value obtained for the HOMO energy is -14.174 eV. The calculation puts the LUMO energy at -0.431 Ha.

Structure (XYZ):
```
42
C11H22BCdO6P ωB97M-V/def2-TZVPD
Cd 5.22 -1.77 -1.97
P 0.12 0.09 -0.28
O -4.63 -2.75 -1.07
O 3.30 -1.69 0.01
O -3.96 -3.72 -2.92
O -0.10 3.92 3.35
O 2.64 -1.85 -2.31
O 1.62 3.03 2.23
C 0.61 3.98 2.43
C -0.24 -0.74 1.44
C 0.31 1.82 0.64
C -2.20 -3.20 -1.49
C -0.32 -1.56 -1.08
C 0.47 5.07 1.41
C 1.82 0.22 -1.02
C 1.08 1.75 1.97
C -1.86 -1.73 -1.08
C -1.32 -0.43 2.15
C -3.67 -3.26 -1.90
B 2.63 -1.15 -1.06
H 2.39 0.91 -0.40
H -2.30 -1.58 -0.09
H -2.06 -3.79 -0.58
H 0.86 2.49 -0.02
H 1.80 0.68 -2.01
H -2.31 -1.02 -1.78
H -0.49 4.95 0.90
H 3.36 -1.41 -2.83
H -1.39 0.49 2.74
H 3.89 -2.39 -0.36
H -2.19 -1.09 2.13
H -0.69 2.25 0.75
H 0.48 6.05 1.86
H 0.45 1.49 2.83
H -4.49 -1.80 -0.97
H 0.49 -1.49 1.76
H 0.05 -2.42 -0.50
H -0.03 -1.61 -2.13
H 1.93 1.06 1.90
H -1.53 -3.50 -2.28
H 1.22 5.00 0.63
H -0.95 0.69 -1.02
```

***

(5)
C3H3N3O | ωB97M-V/def2-TZVPD

Its gap between HOMO and LUMO (spin up / spin down) is 9.037 / 6.412 eV. As for the charge: 0. The value obtained for the HOMO energy (spin up / spin down) is -11.422 / -9.755 eV. The calculation puts the LUMO energy (spin up / spin down) at -0.088 / -0.123 Ha. The calculation puts the relative energy (zero: lowest compared OMol25 entry of this formula, charge and spin) at 147.72 kcal/mol.

Structure (XYZ):
```
10
C3H3N3O ωB97M-V/def2-TZVPD
O 0.47 -1.32 -0.09
N -3.39 0.44 -0.69
N -0.23 -0.82 0.91
N 1.05 0.86 0.19
C -2.39 0.17 -0.21
C 1.28 -0.26 -0.64
C 0.15 0.47 1.04
H 2.34 -0.57 -0.64
H 0.97 -0.07 -1.68
H -0.26 1.09 1.81
```

***

(6)
C4H9NO | ωB97M-V/def2-TZVPD

The SMILES is C=NCOCC. Its gap between HOMO and LUMO is 10.564 eV. As for the charge: 0. The value obtained for the HOMO energy is -9.518 eV. The calculation puts the LUMO energy at 0.038 Ha. The calculation puts the relative energy (zero: lowest compared OMol25 entry of this formula, charge and spin) at 56.27 kcal/mol.

Structure (XYZ):
```
15
C4H9NO ωB97M-V/def2-TZVPD
O 0.70 -0.69 -0.24
N -1.21 -0.97 1.28
C -1.56 -0.22 2.24
C 0.22 -0.88 1.05
C 0.05 0.21 -1.12
C 1.10 0.94 -1.94
H -2.48 -0.41 2.79
H 0.59 -1.86 1.35
H -0.93 0.60 2.61
H 1.75 0.21 -2.44
H 0.63 -0.15 1.78
H -0.62 -0.37 -1.77
H -0.58 0.93 -0.56
H 0.63 1.56 -2.71
H 1.73 1.57 -1.31
```

***

no.,E_tot (eV)
1,-61283.3837
2,-51923.7529
3,-37767.7264
4,-38553.9399
5,-9671.0484
6,-7829.8800